1.
Formula: C3H5ClNP
Source: the Open Molecules 2025 dataset
Level of theory: wB97M-V/def2-TZVPD

LUMO level	0.425	eV
SMILES string	CCP(Cl)C#N
frontier orbital gap	0.39475	hartree
multiplicity	1

Cartesian coordinates (Å):
C (1.543, -0.547, -0.180)
C (0.333, 0.352, 0.032)
P (-1.184, -0.339, -0.820)
Cl (-1.625, -1.856, 0.418)
C (-2.299, 1.038, 0.027)
N (-2.937, 1.850, 0.512)
H (1.399, -1.500, 0.330)
H (1.696, -0.737, -1.241)
H (2.443, -0.078, 0.221)
H (0.508, 1.342, -0.397)
H (0.123, 0.474, 1.098)

Force components x, y, z for each atom (eV/Å):
-0.05 -0.02 0.07
-0.16 -0.28 -0.06
-0.55 2.62 0.91
-0.17 -0.66 0.49
1.64 -2.41 -1.52
-0.64 0.86 0.48
0.08 -0.03 -0.05
0.13 -0.08 -0.09
-0.06 -0.05 -0.04
-0.14 -0.01 -0.04
-0.07 0.04 -0.15

2.
Formula: C3H5ClO2
Source: the Open Molecules 2025 dataset
Level of theory: wB97M-V/def2-TZVPD

LUMO level	-0.020	eV
SMILES string	C=CC(O)(O)Cl
frontier orbital gap	0.34512	hartree
multiplicity	1

Cartesian coordinates (Å):
C (1.478, 1.007, 0.042)
C (0.420, 0.392, 0.661)
C (-0.538, -0.503, 0.033)
O (-1.190, -1.257, 0.930)
O (-0.254, -1.052, -1.118)
Cl (-2.121, 1.011, -0.211)
H (2.128, 1.545, 0.565)
H (1.432, 0.885, -1.117)
H (0.389, 0.609, 1.699)
H (-1.512, -2.097, 0.464)
H (-0.232, -0.540, -1.948)

Force components x, y, z for each atom (eV/Å):
-5.65 -4.18 -3.86
3.41 1.91 -0.78
-1.78 2.32 1.42
0.40 -2.52 -1.49
-0.21 -1.41 -1.45
0.69 -0.52 -0.51
2.67 2.30 1.69
0.99 0.53 2.20
-0.77 -0.41 0.89
0.41 1.69 0.84
-0.15 0.29 1.05

3.
Formula: C3H5ClS
Source: the Open Molecules 2025 dataset
Level of theory: wB97M-V/def2-TZVPD

LUMO level	0.833	eV
SMILES string	S[C@H]1C[C@@H]1Cl
frontier orbital gap	0.36982	hartree
multiplicity	1

Cartesian coordinates (Å):
S (0.228, 2.213, 0.201)
C (0.364, 0.525, -0.312)
C (1.267, -0.501, 0.341)
C (-0.204, -0.626, 0.475)
Cl (-0.996, -1.951, -0.396)
H (1.422, 2.660, -0.364)
H (0.381, 0.408, -1.373)
H (1.710, -1.072, -0.386)
H (1.892, -0.320, 1.194)
H (-0.679, -0.310, 1.415)

Force components x, y, z for each atom (eV/Å):
0.71 0.64 -0.11
0.61 -0.37 0.09
-0.82 1.21 1.20
-0.22 0.64 0.00
-0.07 0.38 0.33
-1.03 -0.51 0.54
-0.33 -0.10 -0.52
0.98 -1.65 -1.42
-0.04 0.38 0.34
0.21 -0.63 -0.45

4.
Formula: C3H5CsO3
Source: the Open Molecules 2025 dataset
Level of theory: wB97M-V/def2-TZVPD

LUMO level (alpha / beta)	-3.474 / -3.521	eV
frontier orbital gap (alpha / beta)	0.29901 / 0.33069	hartree
total charge	+1
multiplicity	2

Cartesian coordinates (Å):
H (-2.397, -0.893, 1.067)
C (-1.660, -2.156, 0.226)
C (-0.406, -2.618, -0.423)
O (0.609, -1.631, -0.148)
C (1.859, -2.022, 0.027)
O (2.534, -0.910, 0.134)
H (-2.546, -2.792, 0.239)
H (-0.503, -2.680, -1.519)
H (-0.089, -3.594, -0.040)
H (3.481, -1.096, 0.135)
Cs (-0.228, 1.563, 0.020)
O (-1.870, -0.809, 0.151)

Force components x, y, z for each atom (eV/Å):
0.96 1.76 -2.73
1.04 -1.67 -1.13
0.15 -0.33 0.07
-0.06 0.49 0.01
-0.43 -1.06 -0.32
0.28 1.04 -0.08
0.25 0.05 0.08
0.04 0.01 0.18
-0.07 0.14 -0.11
-0.06 -0.24 0.23
0.30 0.04 -0.07
-2.40 -0.24 3.89

5.
Formula: C3H5F
Source: the Open Molecules 2025 dataset
Level of theory: wB97M-V/def2-TZVPD

LUMO level	1.030	eV
SMILES string	C=C(C)F
frontier orbital gap	0.39872	hartree
multiplicity	1

Cartesian coordinates (Å):
C (-0.489, 1.187, 0.582)
C (-0.296, 0.180, -0.245)
C (0.653, -0.908, -0.183)
F (-1.316, 0.081, -1.305)
H (-1.197, 1.825, 0.187)
H (0.142, 1.260, 1.417)
H (1.292, -0.543, 0.532)
H (0.173, -1.879, 0.159)
H (1.038, -1.202, -1.144)

Force components x, y, z for each atom (eV/Å):
0.95 -1.77 -1.39
-3.20 0.13 -1.62
-2.37 -2.54 -0.94
2.26 0.00 1.62
-1.53 1.79 0.29
0.47 0.67 0.94
2.37 0.10 1.43
0.33 1.18 -0.01
0.72 0.45 -0.33

6.
Formula: C3H5F
Source: the Open Molecules 2025 dataset
Level of theory: wB97M-V/def2-TZVPD

LUMO level	1.107	eV
SMILES string	C=CCF
frontier orbital gap	0.41509	hartree
multiplicity	1

Cartesian coordinates (Å):
C (1.080, 0.954, 0.115)
C (0.414, -0.156, -0.172)
C (-0.993, -0.634, 0.133)
F (-1.792, 0.475, -0.143)
H (2.063, 0.902, -0.385)
H (0.658, 1.799, 0.597)
H (0.950, -0.993, -0.712)
H (-1.244, -0.896, 1.183)
H (-1.136, -1.452, -0.616)

Force components x, y, z for each atom (eV/Å):
0.45 -1.50 -1.58
0.54 -2.38 0.30
0.69 1.00 -0.41
-0.88 -0.18 -0.17
-0.33 0.94 0.84
-0.04 0.63 0.35
-0.22 1.21 0.52
0.51 -0.27 -0.72
-0.73 0.54 0.86

7.
Formula: C3H5F
Source: the Open Molecules 2025 dataset
Level of theory: wB97M-V/def2-TZVPD

LUMO level (alpha / beta)	0.129 / -0.013	eV
frontier orbital gap (alpha / beta)	0.31836 / 0.31694	hartree
multiplicity	1

Cartesian coordinates (Å):
C (0.127, 0.575, 0.586)
C (-0.634, 2.300, -0.366)
C (0.002, -0.660, -0.162)
F (-0.291, 3.201, 0.572)
H (1.012, 1.054, 1.095)
H (-1.638, 2.365, -0.685)
H (0.960, -0.981, -0.534)
H (-0.496, -1.520, 0.295)
H (-0.516, -0.190, -0.952)

Force components x, y, z for each atom (eV/Å):
-0.71 5.12 -0.63
3.48 -3.93 3.80
0.69 0.03 0.20
-0.44 0.42 -0.79
-0.94 -0.94 -0.48
-1.31 0.18 -0.39
0.53 -0.37 -0.19
-0.23 0.40 0.05
-1.08 -0.91 -1.57

8.
Formula: C3H5F2N
Source: the Open Molecules 2025 dataset
Level of theory: wB97M-V/def2-TZVPD

LUMO level	0.553	eV
frontier orbital gap	0.36726	hartree
multiplicity	1

Cartesian coordinates (Å):
C (-0.770, 0.074, 0.653)
C (0.622, -0.592, 0.200)
C (1.629, 0.162, -0.041)
H (-1.537, 1.241, -1.189)
H (-1.463, -0.879, -1.396)
H (-0.664, 1.180, 0.913)
H (-1.090, -0.478, 1.566)
H (0.575, -1.691, 0.008)
N (-1.824, 0.098, -0.486)
F (1.694, 1.417, -0.026)
F (2.829, -0.531, -0.203)

Force components x, y, z for each atom (eV/Å):
1.11 0.48 -1.71
-5.10 -0.47 0.87
2.61 -3.96 0.07
-0.88 -4.74 2.56
-1.24 3.96 3.50
0.20 -1.65 -0.05
-0.32 0.31 -0.96
0.53 1.23 0.48
2.85 0.38 -4.29
0.93 2.46 -0.02
-0.70 2.00 -0.45

9.
Formula: C3H5F2NO
Source: the Open Molecules 2025 dataset
Level of theory: wB97M-V/def2-TZVPD

LUMO level	0.783	eV
SMILES string	C=C(O)C(N)(F)F
frontier orbital gap	0.37214	hartree
multiplicity	1

Cartesian coordinates (Å):
C (-0.121, 1.792, -0.603)
C (-0.401, 0.561, -0.384)
O (-1.530, -0.093, -0.648)
C (0.753, -0.599, 0.512)
N (0.059, -1.781, 0.887)
F (0.959, 0.224, 1.600)
F (1.911, -0.645, -0.111)
H (-0.846, 2.381, -1.190)
H (0.764, 2.237, -0.441)
H (-2.034, 0.540, -1.221)
H (0.609, -2.335, 1.601)
H (-0.122, -2.281, -0.001)

Force components x, y, z for each atom (eV/Å):
-2.57 1.25 -1.92
2.62 -5.23 2.35
-1.19 0.74 -1.26
-4.46 4.42 -0.10
1.68 -0.09 -0.36
0.44 -1.06 0.32
0.93 -0.79 -0.62
0.20 -0.11 0.46
2.99 1.25 0.82
0.07 -0.99 0.63
-0.79 0.68 -1.39
0.06 -0.07 1.06

10.
Formula: C3H5F2P
Source: the Open Molecules 2025 dataset
Level of theory: wB97M-V/def2-TZVPD

LUMO level	0.230	eV
frontier orbital gap	0.35721	hartree
multiplicity	1

Cartesian coordinates (Å):
C (-0.875, -0.428, 0.017)
C (0.103, -1.288, -0.236)
C (2.197, -0.379, -0.007)
F (2.875, -0.984, -1.079)
F (2.767, -0.860, 1.178)
P (1.925, 1.458, -0.063)
H (-1.986, -0.844, -0.034)
H (-0.712, 0.612, 0.116)
H (0.047, -2.387, -0.413)
H (3.184, 2.028, 0.246)
H (1.651, 1.468, 1.266)

Force components x, y, z for each atom (eV/Å):
-1.67 -2.77 -0.97
2.20 1.48 0.99
-1.30 -3.11 -0.37
-0.80 1.28 1.80
-0.85 0.58 -1.93
0.05 -0.01 -1.19
2.34 1.09 0.18
-0.05 0.86 0.33
0.39 1.10 0.17
0.36 -0.47 -0.27
-0.67 -0.03 1.26

11.
Formula: C3H5F2P
Source: the Open Molecules 2025 dataset
Level of theory: wB97M-V/def2-TZVPD

LUMO level	0.440	eV
SMILES string	C[C@H](F)C#P.F
frontier orbital gap	0.37319	hartree
multiplicity	1

Cartesian coordinates (Å):
C (0.638, -0.722, 0.094)
C (-0.512, -0.345, -0.908)
F (-0.689, 1.059, -0.841)
C (-1.709, -0.969, -0.356)
P (-2.953, -1.383, 0.450)
H (1.464, -0.226, -0.214)
H (0.261, -0.205, 1.012)
H (0.808, -1.819, 0.196)
H (-0.422, -0.731, -1.915)
F (-2.684, 2.424, -0.332)
H (-1.940, 2.971, -0.548)

Force components x, y, z for each atom (eV/Å):
-3.34 -0.39 0.46
-0.13 -0.87 1.69
0.78 -1.04 -0.68
-1.13 0.23 0.68
0.40 -0.07 -0.47
2.93 1.30 -0.92
0.61 -0.95 -0.33
-0.33 0.97 0.00
0.60 0.62 -0.54
0.60 1.09 -0.18
-0.99 -0.90 0.29

12.
Formula: C3H5F3S
Source: the Open Molecules 2025 dataset
Level of theory: wB97M-V/def2-TZVPD

LUMO level (alpha / beta)	-0.950 / -1.681	eV
frontier orbital gap (alpha / beta)	0.30319 / 0.26850	hartree
multiplicity	1

Cartesian coordinates (Å):
C (0.202, 0.783, 0.762)
C (1.896, -0.644, -0.603)
C (0.921, -0.486, 0.531)
F (1.400, -0.115, -1.735)
F (3.036, 0.063, -0.325)
F (1.248, -1.190, 1.609)
S (-1.011, -2.199, -0.463)
H (-0.133, 1.200, -0.182)
H (-0.646, 0.625, 1.430)
H (0.879, 1.501, 1.237)
H (2.186, -1.688, -0.781)
H (-1.842, -1.238, -0.860)

Force components x, y, z for each atom (eV/Å):
-0.07 -0.05 0.22
0.44 -0.61 -0.33
-1.68 -1.30 -0.49
-0.28 0.10 -0.06
0.00 0.09 0.32
0.13 0.38 -0.36
1.53 0.93 0.76
-0.02 -0.03 -0.04
0.09 -0.02 -0.10
0.10 0.02 0.02
-0.17 0.22 0.15
-0.08 0.28 -0.09

13.
Formula: C3H5FN2
Source: the Open Molecules 2025 dataset
Level of theory: wB97M-V/def2-TZVPD

LUMO level	0.758	eV
SMILES string	[H]/N=C(\N)C(=C)F
frontier orbital gap	0.38637	hartree
multiplicity	1

Cartesian coordinates (Å):
H (-1.508, -1.524, -1.254)
N (-1.437, -0.672, -0.763)
C (-0.234, -0.596, -0.394)
N (0.770, -1.590, -0.512)
C (0.212, 0.616, 0.311)
C (1.403, 1.152, 0.476)
F (-0.850, 1.302, 0.808)
H (0.407, -2.468, -0.832)
H (1.412, -1.713, 0.296)
H (2.216, 0.722, 0.006)
H (1.511, 2.067, 1.077)

Force components x, y, z for each atom (eV/Å):
-0.81 -1.54 -0.71
0.31 1.01 -0.12
1.30 -0.64 0.95
0.20 0.58 0.60
-0.99 1.23 0.52
-1.01 0.87 0.93
0.28 -0.31 0.04
-0.01 -0.28 -0.10
-0.87 0.39 -0.94
1.66 -0.80 -0.66
-0.06 -0.51 -0.50

14.
Formula: C3H5FN2O4
Source: the Open Molecules 2025 dataset
Level of theory: wB97M-V/def2-TZVPD

LUMO level (alpha / beta)	-1.481 / -1.587	eV
frontier orbital gap (alpha / beta)	0.28856 / 0.31869	hartree
multiplicity	1

Cartesian coordinates (Å):
C (-1.125, -0.044, -1.102)
C (-0.649, 0.514, 1.334)
C (-0.349, -0.351, 0.129)
N (0.374, -1.565, 0.361)
N (1.827, 0.944, -0.590)
O (0.637, -2.277, -0.566)
O (0.704, -1.676, 1.512)
O (1.746, 0.989, -1.758)
O (2.595, 1.130, 0.281)
F (-0.992, 1.771, 0.970)
H (-1.478, -0.832, -1.669)
H (-0.343, 0.297, -1.805)
H (-1.830, 0.667, -0.992)
H (-1.315, -0.053, 1.991)
H (0.199, 0.486, 1.905)

Force components x, y, z for each atom (eV/Å):
4.46 -1.24 -0.27
-0.08 -2.25 -1.14
-1.69 1.14 -0.39
-1.19 2.74 -0.59
-2.05 -1.06 1.34
0.31 -1.20 -1.02
0.93 -1.28 1.90
0.95 0.48 -1.03
0.93 0.39 -0.21
-0.57 0.27 0.04
-0.98 -2.24 -0.57
-0.34 0.50 -0.03
-2.17 2.42 0.66
-1.01 0.60 -0.21
2.49 0.71 1.53

15.
Formula: C3H5FN2S2
Source: the Open Molecules 2025 dataset
Level of theory: wB97M-V/def2-TZVPD

LUMO level	-0.843	eV
SMILES string	N/N=C(/CF)C(=S)S
frontier orbital gap	0.29652	hartree
multiplicity	1

Cartesian coordinates (Å):
N (1.994, -0.590, -1.230)
N (0.886, -0.931, -0.727)
C (0.091, -0.328, 0.078)
C (-1.241, -0.975, 0.577)
F (-2.310, -0.952, -0.435)
C (0.151, 1.217, 0.223)
S (1.481, 2.195, 0.042)
S (-1.272, 2.297, 0.835)
H (2.422, -1.364, -1.600)
H (2.626, 0.205, -0.883)
H (-1.585, -0.266, 1.529)
H (-0.791, -2.136, 0.932)
H (-2.453, 1.629, 0.659)

Force components x, y, z for each atom (eV/Å):
1.99 3.52 0.71
-2.13 -1.75 1.69
-2.16 3.66 -0.38
1.60 -0.59 1.42
2.09 -0.31 2.02
-0.14 0.05 0.89
-0.70 -1.08 -0.10
0.72 -1.13 -0.58
1.49 -1.74 -1.32
-1.73 -1.20 -0.52
0.61 -2.41 -2.52
-2.35 3.19 -1.19
0.71 -0.19 -0.12

16.
Formula: C3H5FO
Source: the Open Molecules 2025 dataset
Level of theory: wB97M-V/def2-TZVPD

LUMO level	0.677	eV
frontier orbital gap	0.36206	hartree
multiplicity	1

Cartesian coordinates (Å):
C (-0.825, 1.197, -0.975)
C (-0.037, 0.169, -1.189)
C (0.195, -1.429, 0.287)
O (0.029, -0.811, 1.402)
F (0.589, -0.058, -2.374)
H (-0.718, 1.922, -1.779)
H (-1.435, 1.439, -0.036)
H (1.204, -1.839, -0.107)
H (-0.593, -1.955, -0.030)
H (0.487, 0.062, 1.346)

Force components x, y, z for each atom (eV/Å):
-0.20 1.05 0.64
0.30 -3.77 2.23
3.93 2.76 -5.80
0.34 2.45 2.92
-0.27 0.46 0.68
-0.65 0.37 0.15
1.22 -0.69 -1.60
-1.42 0.80 1.16
-2.93 -2.38 -0.83
-0.32 -1.04 0.44

17.
Formula: C3H5FO2
Source: the Open Molecules 2025 dataset
Level of theory: wB97M-V/def2-TZVPD

LUMO level	0.915	eV
SMILES string	COC(=O)CF
frontier orbital gap	0.42984	hartree
multiplicity	1

Cartesian coordinates (Å):
C (0.976, 1.492, 0.231)
O (-0.079, 0.677, -0.318)
C (0.115, -0.603, -0.059)
O (1.072, -1.010, 0.485)
C (-1.222, -1.333, -0.263)
F (-1.967, -0.519, -1.120)
H (0.604, 2.131, 1.059)
H (1.343, 2.106, -0.556)
H (1.874, 0.876, 0.590)
H (-1.808, -1.500, 0.629)
H (-0.908, -2.316, -0.677)

Force components x, y, z for each atom (eV/Å):
1.36 -0.22 0.91
0.91 1.31 0.24
-2.99 0.84 1.03
1.85 -2.25 0.63
1.20 -0.07 -1.47
-0.10 -1.26 0.12
-0.05 -0.57 -0.55
0.10 0.68 -0.66
-1.64 0.88 -0.45
0.24 0.19 0.46
-0.87 0.49 -0.27

18.
Formula: C3H5FOS
Source: the Open Molecules 2025 dataset
Level of theory: wB97M-V/def2-TZVPD

LUMO level	0.528	eV
frontier orbital gap	0.34443	hartree
multiplicity	1

Cartesian coordinates (Å):
C (0.158, 1.199, -0.040)
C (0.499, -1.282, 0.240)
C (-0.938, 0.190, -0.227)
O (2.590, 0.299, 0.800)
F (-1.946, 0.205, 0.654)
S (1.645, 0.070, -0.284)
H (0.133, 2.037, -0.736)
H (0.188, 1.567, 0.984)
H (0.441, -1.457, 1.302)
H (0.441, -2.143, -0.400)
H (-1.292, -0.045, -1.223)

Force components x, y, z for each atom (eV/Å):
0.23 -0.23 -0.35
-2.49 3.26 -1.58
2.81 -3.03 0.82
1.07 0.35 0.72
-0.18 0.22 0.16
-1.92 -0.48 0.03
0.07 0.06 0.01
0.11 -0.11 0.09
0.10 0.15 0.25
0.21 -0.30 -0.12
0.00 0.11 -0.05

19.
Formula: C3H5FS
Source: the Open Molecules 2025 dataset
Level of theory: wB97M-V/def2-TZVPD

LUMO level (alpha / beta)	0.048 / 0.013	eV
frontier orbital gap (alpha / beta)	0.32141 / 0.30230	hartree
multiplicity	1

Cartesian coordinates (Å):
C (1.697, -0.071, -0.777)
C (0.965, -0.811, -0.013)
C (-1.295, 0.092, 0.861)
F (1.194, -1.936, 0.607)
S (-2.527, 0.480, -0.444)
H (2.730, -0.216, -0.806)
H (1.416, 0.874, -1.130)
H (-1.628, -0.678, 1.529)
H (-0.878, 0.891, 1.209)
H (-1.675, 1.375, -1.036)

Force components x, y, z for each atom (eV/Å):
0.42 0.10 0.50
-3.47 0.57 1.13
-2.19 -4.47 -4.13
0.54 -0.23 -0.01
1.93 0.00 0.83
1.71 -0.76 -0.41
-0.92 0.95 -0.46
0.05 -0.25 0.17
2.60 4.47 2.20
-0.68 -0.38 0.18

20.
Formula: C3H5FS
Source: the Open Molecules 2025 dataset
Level of theory: wB97M-V/def2-TZVPD

LUMO level	0.968	eV
SMILES string	CS/C=C\F
frontier orbital gap	0.34371	hartree
multiplicity	1

Cartesian coordinates (Å):
C (1.787, -0.236, 0.334)
S (0.402, -0.987, -0.492)
C (-0.767, 0.295, -0.559)
C (-1.992, 0.110, -0.112)
F (-2.676, -1.055, 0.132)
H (1.828, 0.850, 0.321)
H (1.760, -0.566, 1.350)
H (2.672, -0.685, -0.271)
H (-0.431, 1.268, -0.851)
H (-2.583, 1.006, 0.147)

Force components x, y, z for each atom (eV/Å):
1.63 -0.63 -1.42
-0.26 -0.91 -1.21
0.13 -1.27 0.93
-1.87 1.20 0.23
1.48 1.07 -0.03
-0.10 -0.01 -0.31
0.41 -0.18 0.66
-1.14 0.99 1.52
-0.06 0.52 0.19
-0.21 -0.78 -0.55

| no. | molar mass (Da) |
| --- | --- |
| 1 | 121.51 |
| 2 | 108.52 |
| 3 | 108.59 |
| 4 | 221.97 |
| 5 | 60.07 |
| 6 | 60.07 |
| 7 | 60.07 |
| 8 | 93.08 |
| 9 | 109.07 |
| 10 | 110.04 |
| 11 | 110.04 |
| 12 | 130.13 |
| 13 | 88.08 |
| 14 | 152.08 |
| 15 | 152.22 |
| 16 | 76.07 |
| 17 | 92.07 |
| 18 | 108.14 |
| 19 | 92.14 |
| 20 | 92.14 |